No. 1
{"formula": "C3HNO3S", "method": "ωB97M-V/def2-TZVPD", "homo_lumo_gap_ev": 4.84, "e_homo_ha": 0.0532, "e_above_lowest_kj_mol": 498.1, "e_tot_ev": -21589.1064, "total_charge": -2, "molar_mass_g_mol": 131.11, "species": ["C", "C", "C", "N", "O", "O", "O", "S", "H"], "xyz": [[-0.28, -0.85, -0.33], [-1.62, -1.61, -0.19], [-2.13, 0.64, 0.38], [-2.56, -0.60, 0.19], [1.16, -1.10, -0.19], [-2.39, 1.74, 0.84], [-0.72, 0.46, -0.10], [-4.17, -1.10, -0.36], [1.27, -0.98, 0.68]]}



No. 2
{"formula": "C32H42BiN5O5PS2", "method": "ωB97M-V/def2-TZVPD", "homo_lumo_gap_ev": 7.15, "e_homo_ha": -0.1722, "e_above_lowest_kj_mol": 76.9, "e_tot_ev": -88354.6788, "total_charge": -1, "molar_mass_g_mol": 880.81, "species": ["Bi", "O", "C", "C", "C", "C", "C", "C", "C", "O", "N", "N", "C", "C", "C", "C", "C", "C", "C", "O", "H", "H", "H", "H", "H", "H", "H", "H", "H", "H", "N", "C", "S", "N", "N", "C", "C", "C", "C", "C", "C", "C", "O", "H", "H", "H", "H", "H", "H", "H", "C", "C", "S", "O", "C", "C", "H", "H", "H", "H", "H", "H", "H", "H", "H", "H", "C", "C", "P", "C", "C", "C", "C", "H", "H", "H", "H", "H", "H", "H", "H", "H", "H", "H", "H", "H", "H", "H"], "xyz": [[0.13, -0.63, -1.53], [-5.49, 0.40, -0.74], [-5.09, 1.55, -1.31], [-6.00, 2.60, -1.44], [-5.63, 3.78, -2.06], [-4.35, 3.94, -2.54], [-3.42, 2.93, -2.38], [-3.77, 1.74, -1.76], [-2.72, 0.72, -1.57], [-1.50, 1.10, -1.64], [-3.13, -0.50, -1.30], [-2.16, -1.45, -1.32], [-2.39, -2.64, -0.90], [-1.48, -3.73, -1.09], [-1.71, -4.92, -0.39], [-0.96, -6.06, -0.61], [0.03, -6.04, -1.59], [0.28, -4.89, -2.30], [-0.42, -3.68, -2.05], [-0.10, -2.63, -2.72], [-4.71, -0.22, -0.78], [-7.00, 2.46, -1.06], [-6.35, 4.57, -2.16], [-4.06, 4.86, -3.04], [-2.41, 3.03, -2.74], [-3.34, -2.87, -0.40], [-2.48, -4.93, 0.37], [-1.13, -6.95, -0.03], [0.62, -6.93, -1.78], [1.06, -4.86, -3.05], [2.36, 1.41, -5.03], [1.90, 0.94, -3.83], [0.33, 0.15, -3.92], [2.63, 1.15, -2.81], [2.22, 0.78, -1.57], [3.06, 1.07, -0.64], [3.03, 0.85, 0.77], [4.06, 1.46, 1.50], [4.19, 1.34, 2.86], [3.26, 0.56, 3.55], [2.24, -0.05, 2.88], [2.07, 0.05, 1.47], [1.14, -0.63, 0.92], [1.93, 1.01, -5.84], [3.35, 1.59, -5.07], [3.96, 1.61, -0.98], [4.79, 2.05, 0.95], [5.01, 1.82, 3.38], [3.36, 0.43, 4.62], [1.53, -0.67, 3.41], [5.24, -2.55, -0.48], [4.13, -3.48, -0.02], [2.61, -2.41, 0.16], [2.23, -2.23, -1.25], [1.50, -3.73, 0.82], [1.47, -3.65, 2.33], [6.18, -3.08, -0.62], [5.37, -1.75, 0.24], [4.95, -2.10, -1.43], [4.35, -3.92, 0.95], [3.92, -4.26, -0.75], [1.83, -4.70, 0.45], [0.52, -3.51, 0.40], [2.46, -3.76, 2.75], [0.82, -4.41, 2.75], [1.08, -2.67, 2.61], [-3.85, 2.81, 1.90], [-2.55, 3.33, 1.31], [-1.32, 1.94, 1.02], [-0.84, 1.54, 2.78], [-0.10, 2.56, 3.64], [0.13, 2.95, 0.42], [0.24, 4.43, 0.76], [-4.61, 3.60, 1.90], [-3.71, 2.46, 2.92], [-4.22, 1.98, 1.30], [-2.13, 4.11, 1.95], [-2.74, 3.76, 0.32], [-0.21, 0.65, 2.68], [-1.76, 1.23, 3.27], [0.87, 2.78, 3.20], [0.07, 2.16, 4.63], [-0.66, 3.49, 3.74], [0.11, 2.84, -0.67], [1.02, 2.42, 0.77], [-0.56, 5.01, 0.31], [1.19, 4.82, 0.37], [0.24, 4.61, 1.83]]}



No. 3
{"formula": "C4H8ClNOS", "method": "ωB97M-V/def2-TZVPD", "homo_lumo_gap_ev": 9.51, "e_homo_ha": -0.3319, "e_above_lowest_kj_mol": 307.3, "e_tot_ev": -31170.2471, "smiles": "C[C@](C=O)(CS)NCl", "molar_mass_g_mol": 153.63, "species": ["C", "C", "C", "C", "N", "O", "S", "Cl", "H", "H", "H", "H", "H", "H", "H", "H"], "xyz": [[0.70, -1.30, -1.00], [-0.03, -0.43, 1.29], [0.16, 1.25, -0.50], [-0.26, -0.18, -0.18], [-1.59, -0.33, -0.66], [0.54, -2.45, -1.04], [1.94, 1.34, -0.20], [-2.79, 0.95, -0.43], [1.60, -0.81, -1.45], [-0.42, -1.41, 1.54], [-0.43, 0.39, 1.74], [0.99, -0.46, 1.35], [-0.29, 1.84, 0.18], [-0.08, 1.36, -1.53], [-1.95, -1.24, -0.25], [1.91, 1.48, 1.15]]}